8
Properties=species:S:1:pos:R:3:forces:R:3:lowdin_charge:R:1 method="wB97M-V/def2-TZVPD" s_squared=2.01 max_force_ev_per_a=6.53 relative_energy_kcal_mol=64.5 charge=-1 homo_energy_ev="-2.76 / -3.91" spin_multiplicity=3 total_energy_ha=-802.6236 homo_lumo_gap_ha="0.1960 / 0.1724"
C -0.0740 -0.5291 0.6835 -3.0 -5.8 -0.3 -0.179
C 0.3813 0.1546 -0.5163 -0.3 0.2 -0.6 -0.614
N 0.5102 0.6255 0.8538 1.7 2.9 -2.3 -0.316
O 0.8600 1.5113 1.6207 0.7 2.1 1.8 0.021
I -3.1688 -0.4079 -0.9944 0.1 0.0 0.0 -0.578
I 2.3009 -0.3519 -1.5453 -0.9 0.1 0.5 0.577
H -0.3920 -1.4473 1.1751 0.4 0.5 -0.3 0.090
H -0.4176 0.4449 -1.2771 1.2 0.1 1.1 0.000



51
Properties=species:S:1:pos:R:3:forces:R:3:lowdin_charge:R:1 method="wB97M-V/def2-TZVPD" max_force_ev_per_a=8.08 relative_energy_kcal_mol=172.2 charge=+1 homo_energy_ev=-11.40 spin_multiplicity=1 total_energy_ha=-1360.4811 homo_lumo_gap_ha=0.2765
Li -1.0788 0.4879 1.6145 -1.8 2.2 7.6 0.354
Li -3.0872 2.7699 1.1729 -1.4 2.2 0.8 0.642
Cl -2.1556 1.2792 0.5252 -4.2 3.1 -2.8 0.223
C 0.6205 -3.4093 -1.3086 -0.8 0.4 -1.0 -0.047
O 0.3133 -2.0464 -1.1530 1.1 2.1 -1.0 -0.304
C -0.4090 -1.3961 -2.1775 -0.8 -0.6 -1.8 -0.195
C -0.8466 0.0545 -1.9244 1.9 -0.6 0.0 -0.225
N 0.3547 0.8510 -1.7764 0.6 0.9 0.5 -0.038
C 0.1656 2.1972 -1.2377 0.1 0.7 -0.6 -0.213
C 1.4900 3.0694 -1.1949 -1.8 -0.5 -1.2 -0.159
O 1.2435 4.2499 -0.4627 -0.1 0.5 -0.9 -0.164
C 1.3269 4.2291 0.9168 1.0 0.6 0.2 -0.130
H -0.3570 -3.8737 -1.4388 0.2 -0.9 0.1 0.109
H 1.1531 -3.7431 -0.4180 -0.1 0.0 -0.1 0.105
H 1.2250 -3.5448 -2.2054 0.1 -0.3 0.0 0.103
H -1.3943 -1.8395 -2.3214 0.0 -1.0 -0.3 0.125
H 0.1029 -1.5291 -3.1306 0.2 0.4 -0.1 0.141
H -1.4622 0.0422 -1.0249 0.2 0.5 -1.1 -0.018
H -1.4217 0.4055 -2.7812 -0.1 -0.1 0.0 0.150
H 0.9938 0.4080 -1.1320 0.4 -0.1 -0.6 0.049
H -0.4444 2.2375 -0.3352 1.3 0.0 0.5 -0.018
H -0.5857 2.6551 -1.8811 0.3 0.5 -0.6 0.119
H 1.6393 3.3815 -2.2285 0.0 0.3 0.0 0.125
H 2.3809 2.4925 -0.9466 -0.3 0.4 0.5 0.111
H 2.2802 3.7818 1.1982 -0.2 -0.6 0.5 0.096
H 0.4423 3.8367 1.4183 -0.1 -0.6 0.1 0.073
H 1.4348 5.2517 1.2784 -0.2 0.2 -0.2 0.097
C -3.9195 -2.6624 1.5360 1.0 -0.3 -1.1 -0.058
O -3.0578 -2.6822 0.3859 0.4 -1.0 -0.4 -0.170
C -2.2087 -1.5842 0.1972 -0.2 -0.7 -0.2 -0.276
C -0.8581 -1.6889 0.9036 -0.1 0.0 2.8 -0.136
N -0.1821 -0.3748 0.8812 4.9 -4.5 -3.4 -0.236
C 0.8753 -0.2022 1.8278 3.5 -0.4 1.1 -0.186
C 1.9280 0.9569 1.6571 -2.1 -0.7 -2.3 -0.140
O 2.4053 0.9875 0.3272 1.1 -0.5 1.0 -0.244
C 3.0470 -0.1837 -0.0674 0.9 -1.0 -1.9 -0.092
H -4.4520 -3.6118 1.4799 -0.3 0.3 0.0 0.097
H -4.5700 -1.7945 1.4281 -0.2 0.0 0.5 0.090
H -3.3360 -2.6999 2.4559 -0.1 0.4 0.2 0.083
H -2.8160 -0.6911 0.3442 0.4 -0.5 0.6 0.020
H -1.8185 -1.4606 -0.8130 -1.8 -1.3 0.4 0.064
H -0.1703 -2.4393 0.5137 -1.0 0.1 0.5 0.107
H -0.9784 -1.9699 1.9498 -0.3 0.2 0.5 0.130
H 0.1175 -0.1821 -0.0639 0.4 -0.2 0.5 0.059
H 1.4948 -1.0896 1.9578 0.0 -0.6 -0.5 0.124
H 0.6880 -0.0733 2.8938 -1.7 0.2 0.4 0.128
H 2.7300 0.7899 2.3762 -0.1 0.5 0.2 0.143
H 1.3918 1.9042 1.5988 0.3 0.1 1.4 0.090
H 3.8517 0.0002 -0.7792 0.2 0.8 0.1 0.104
H 2.3646 -0.7406 -0.7094 -0.1 -0.8 0.5 0.079
H 3.5493 -0.8058 0.6735 -0.6 0.1 0.6 0.108